No. 1
{
  "formula": "C53H61BN7P2S3SeTi",
  "method": "the ωB97M-V functional and the def2-TZVPD basis",
  "e_above_lowest_ev": 1.464,
  "s2": 0.756,
  "orbital_gap_ev": [6.670, 6.971],
  "total_charge": 2,
  "lumo_ev": [-4.97, -4.97],
  "multiplicity": 2,
  "e_homo_ev": [-11.64, -11.94],
  "energy_ha": -7592.16275,
  "elements": ["Ti", "C", "C", "C", "C", "N", "N", "B", "N", "N", "C", "C", "C", "C", "C", "S", "C", "C", "C", "C", "N", "N", "C", "C", "C", "C", "C", "S", "C", "C", "C", "C", "C", "S", "C", "C", "C", "C", "H", "H", "H", "H", "H", "H", "H", "H", "H", "H", "H", "H", "H", "H", "H", "H", "H", "H", "H", "H", "H", "H", "H", "H", "H", "H", "H", "H", "H", "H", "H", "H", "H", "H", "H", "H", "H", "H", "H", "C", "P", "C", "C", "C", "C", "C", "C", "C", "C", "C", "C", "C", "C", "P", "C", "C", "C", "C", "C", "C", "C", "C", "C", "C", "C", "C", "H", "H", "H", "H", "H", "H", "H", "H", "H", "H", "H", "H", "H", "H", "H", "H", "H", "H", "H", "H", "H", "H", "Se", "C", "N"],
  "xyz": [[0.09, 0.91, 0.43], [-0.46, 4.08, 4.67], [-0.97, 2.68, 4.54], [-1.70, 2.10, 5.51], [-2.16, 0.76, 5.38], [-1.89, 0.07, 4.31], [-1.16, 0.63, 3.32], [-0.70, -0.23, 2.04], [-1.80, -1.18, 1.41], [-2.93, -1.45, 2.09], [-3.77, -2.33, 1.61], [-3.45, -3.10, 0.47], [-2.36, -2.78, -0.27], [-2.03, -3.52, -1.54], [-1.55, -1.70, 0.19], [-0.29, -1.09, -0.83], [-5.14, -2.46, 2.28], [-5.72, -3.86, 2.09], [-5.05, -2.12, 3.76], [-6.05, -1.43, 1.58], [0.52, -1.18, 2.51], [0.12, -2.13, 3.40], [0.99, -2.99, 3.85], [2.34, -2.95, 3.42], [2.75, -2.01, 2.54], [4.17, -1.95, 2.07], [1.78, -1.08, 2.06], [2.29, 0.12, 0.92], [0.54, -4.06, 4.84], [1.39, -3.92, 6.11], [0.75, -5.44, 4.22], [-0.93, -3.87, 5.20], [-0.68, 1.88, 3.39], [0.32, 2.55, 2.16], [-2.88, 0.14, 6.58], [-1.79, -0.17, 7.62], [-3.89, 1.13, 7.18], [-3.64, -1.14, 6.22], [-0.98, 4.60, 5.47], [-0.57, 4.63, 3.74], [0.61, 4.08, 4.90], [-1.96, 2.67, 6.40], [-4.10, -3.90, 0.16], [-2.83, -4.20, -1.80], [-1.10, -4.09, -1.41], [-1.85, -2.82, -2.36], [-5.02, -4.63, 2.41], [-6.02, -4.05, 1.06], [-6.62, -3.95, 2.71], [-4.45, -2.87, 4.30], [-6.05, -2.10, 4.20], [-4.57, -1.15, 3.90], [-6.10, -1.61, 0.50], [-5.67, -0.41, 1.74], [-7.06, -1.49, 1.99], [3.04, -3.69, 3.79], [4.74, -2.81, 2.43], [4.66, -1.04, 2.44], [4.22, -1.91, 0.98], [2.43, -4.18, 5.94], [1.00, -4.58, 6.89], [1.35, -2.89, 6.49], [1.79, -5.61, 3.94], [0.13, -5.56, 3.32], [0.46, -6.22, 4.93], [-1.09, -2.87, 5.61], [-1.22, -4.61, 5.95], [-1.58, -3.98, 4.33], [-1.25, 0.73, 7.93], [-1.07, -0.89, 7.23], [-2.26, -0.60, 8.51], [-3.42, 1.96, 7.70], [-4.51, 0.60, 7.91], [-4.55, 1.53, 6.40], [-3.12, -1.72, 5.46], [-4.63, -0.90, 5.84], [-3.76, -1.76, 7.11], [-3.19, 2.66, -1.88], [-1.73, 2.34, -0.75], [-2.68, 2.88, 0.74], [-2.72, 4.17, 1.25], [-3.55, 4.48, 2.31], [-4.35, 3.49, 2.89], [-4.31, 2.20, 2.40], [-3.48, 1.89, 1.32], [-0.50, 3.63, -1.09], [-0.77, 4.97, -1.38], [0.26, 5.89, -1.50], [1.58, 5.48, -1.33], [1.87, 4.15, -1.07], [0.84, 3.23, -0.97], [-2.97, 2.75, -3.69], [-3.89, 1.42, -4.44], [-4.46, 1.61, -5.70], [-5.09, 0.54, -6.32], [-5.13, -0.70, -5.70], [-4.55, -0.88, -4.45], [-3.93, 0.18, -3.81], [-3.50, 4.33, -4.27], [-2.58, 5.28, -4.73], [-3.04, 6.53, -5.10], [-4.39, 6.83, -5.03], [-5.31, 5.89, -4.56], [-4.86, 4.64, -4.18], [-3.65, 3.59, -1.56], [-3.90, 1.86, -1.70], [-2.08, 4.94, 0.84], [-3.57, 5.49, 2.71], [-5.00, 3.74, 3.72], [-4.91, 1.42, 2.85], [-3.46, 0.88, 0.94], [-1.80, 5.30, -1.52], [0.03, 6.93, -1.71], [2.38, 6.21, -1.41], [2.90, 3.82, -0.97], [1.10, 2.18, -0.81], [-4.43, 2.58, -6.18], [-5.54, 0.68, -7.29], [-5.60, -1.53, -6.20], [-4.60, -1.85, -3.96], [-3.47, 0.03, -2.84], [-1.53, 5.03, -4.80], [-2.34, 7.27, -5.47], [-4.75, 7.81, -5.34], [-6.36, 6.13, -4.50], [-5.57, 3.89, -3.82], [0.65, 0.55, -3.97], [-0.55, 1.73, -4.06], [-1.40, 2.58, -4.13]],
  "mulliken_spin": [1.149, -0.002, 0.003, -0.002, -0.001, -0.003, 0.008, -0.319, 0.015, 0.004, 0.001, 0.006, 0.001, -0.005, 0.042, -0.020, -0.001, 0.000, 0.000, 0.000, 0.006, -0.003, 0.001, 0.000, 0.002, -0.003, 0.035, -0.022, -0.001, 0.000, 0.000, 0.000, 0.020, -0.024, 0.001, 0.000, 0.000, 0.000, 0.000, 0.001, 0.000, 0.000, 0.000, 0.000, 0.000, 0.000, 0.000, 0.000, 0.000, 0.000, 0.000, 0.000, 0.000, 0.000, 0.000, 0.000, 0.000, 0.001, 0.001, 0.000, 0.000, 0.000, 0.000, 0.000, 0.000, 0.000, 0.000, 0.000, 0.000, 0.000, 0.000, 0.000, 0.000, 0.000, 0.000, 0.000, 0.000, 0.019, 0.080, -0.034, 0.007, 0.000, 0.000, 0.007, 0.048, 0.001, 0.005, -0.001, 0.002, -0.001, 0.018, -0.002, 0.001, 0.000, 0.000, 0.000, 0.000, 0.000, 0.000, 0.000, 0.000, 0.000, 0.000, 0.000, 0.001, 0.006, 0.000, 0.000, 0.000, 0.000, -0.044, 0.000, 0.000, 0.000, -0.001, -0.010, 0.000, 0.000, 0.000, 0.000, 0.002, 0.000, 0.000, 0.000, 0.000, 0.000, 0.000, 0.000, 0.001]
}



No. 2
{
  "formula": "C53H64ClFGaN5O3PS",
  "method": "the ωB97M-V functional and the def2-TZVPD basis",
  "e_above_lowest_ev": 1.535,
  "orbital_gap_ev": 4.425,
  "total_charge": 1,
  "lumo_ev": -3.23,
  "e_homo_ev": -7.66,
  "energy_ha": -5781.65906,
  "elements": ["Ga", "C", "C", "N", "C", "C", "C", "O", "O", "C", "O", "C", "C", "C", "F", "C", "C", "C", "N", "C", "C", "N", "C", "C", "H", "H", "H", "H", "H", "H", "H", "H", "H", "H", "H", "H", "H", "H", "H", "H", "H", "H", "Cl", "C", "C", "C", "C", "C", "C", "P", "C", "C", "C", "C", "C", "C", "C", "C", "C", "C", "C", "C", "H", "H", "H", "H", "H", "H", "H", "H", "H", "H", "H", "H", "H", "H", "C", "C", "C", "C", "C", "C", "C", "C", "C", "C", "H", "H", "H", "H", "H", "H", "H", "H", "H", "H", "H", "H", "C", "C", "C", "C", "N", "C", "S", "N", "C", "C", "C", "C", "H", "H", "H", "H", "H", "H", "H", "H", "H", "H", "H", "H", "H", "H", "H", "H", "H", "H", "H", "H"],
  "xyz": [[-0.26, 0.11, -0.45], [-6.15, 5.54, -0.19], [-4.80, 6.06, -0.63], [-3.84, 4.99, -0.93], [-2.95, 4.61, 0.01], [-2.06, 3.61, -0.12], [-1.03, 3.40, 0.96], [-0.68, 4.29, 1.70], [-0.62, 2.15, 0.92], [-1.97, 2.87, -1.37], [-1.21, 1.95, -1.60], [-2.88, 3.36, -2.43], [-2.78, 2.81, -3.70], [-3.64, 3.20, -4.68], [-3.52, 2.69, -5.92], [-4.66, 4.13, -4.43], [-4.73, 4.72, -3.19], [-3.82, 4.37, -2.18], [-5.64, 4.49, -5.40], [-5.49, 5.81, -5.99], [-6.81, 6.27, -6.57], [-7.25, 5.25, -7.60], [-7.37, 3.87, -6.98], [-6.02, 3.50, -6.40], [-6.84, 6.37, 0.01], [-6.06, 4.95, 0.73], [-6.60, 4.89, -0.95], [-4.35, 6.67, 0.16], [-4.88, 6.71, -1.50], [-2.98, 5.18, 0.94], [-2.00, 2.07, -3.91], [-5.52, 5.43, -3.00], [-4.72, 5.82, -6.79], [-5.18, 6.53, -5.24], [-6.75, 7.24, -7.05], [-7.58, 6.28, -5.80], [-6.55, 5.21, -8.33], [-8.13, 5.53, -8.03], [-7.69, 3.18, -7.75], [-8.13, 3.93, -6.20], [-5.29, 3.42, -7.22], [-6.10, 2.52, -5.94], [1.47, -2.47, -1.75], [2.38, -3.55, -0.72], [2.89, -4.70, -1.30], [3.62, -5.59, -0.53], [3.82, -5.33, 0.82], [3.30, -4.18, 1.38], [2.57, -3.25, 0.64], [1.89, -1.70, 1.39], [3.38, -1.04, 2.24], [3.20, -0.18, 3.33], [4.28, 0.43, 3.95], [5.57, 0.19, 3.48], [5.76, -0.64, 2.38], [4.67, -1.24, 1.76], [0.92, -2.46, 2.77], [-0.43, -2.69, 2.50], [-1.25, -3.32, 3.43], [-0.73, -3.71, 4.65], [0.61, -3.48, 4.94], [1.43, -2.86, 4.01], [2.72, -4.88, -2.36], [4.02, -6.48, -0.99], [4.38, -6.03, 1.42], [3.46, -3.99, 2.44], [2.20, 0.02, 3.71], [4.12, 1.09, 4.79], [6.42, 0.67, 3.96], [6.76, -0.82, 2.00], [4.83, -1.86, 0.89], [-0.83, -2.38, 1.54], [-2.29, -3.48, 3.21], [-1.36, -4.20, 5.39], [1.03, -3.79, 5.89], [2.47, -2.67, 4.25], [1.52, 3.48, -0.76], [1.90, 2.51, 0.37], [2.37, 3.33, 1.59], [0.78, 1.54, 0.76], [3.05, 1.62, -0.16], [2.86, 0.79, -1.26], [3.89, 0.04, -1.80], [5.17, 0.12, -1.27], [5.39, 0.96, -0.19], [4.34, 1.69, 0.37], [0.94, 4.33, -0.38], [0.96, 2.98, -1.54], [2.43, 3.89, -1.21], [1.53, 3.89, 1.99], [3.16, 4.04, 1.32], [2.75, 2.67, 2.37], [1.00, 1.08, 1.72], [1.88, 0.74, -1.74], [3.69, -0.61, -2.65], [5.99, -0.45, -1.69], [6.38, 1.04, 0.24], [4.55, 2.32, 1.22], [-6.17, 0.42, -2.74], [-6.34, -0.64, -1.66], [-5.31, -1.77, -1.74], [-3.86, -1.33, -1.47], [-3.10, -0.95, -2.66], [-1.94, -1.51, -3.07], [-0.80, -0.65, -3.97], [-1.71, -2.79, -2.68], [-2.70, -3.88, -2.73], [-2.42, -4.84, -3.88], [-2.30, -4.15, -5.24], [-3.58, -3.42, -5.65], [-7.01, 1.13, -2.73], [-6.12, -0.04, -3.73], [-5.25, 1.00, -2.60], [-7.34, -1.08, -1.73], [-6.28, -0.17, -0.67], [-5.36, -2.22, -2.74], [-5.59, -2.55, -1.03], [-3.32, -2.12, -0.97], [-3.86, -0.48, -0.79], [-3.18, 0.01, -2.96], [-0.77, -3.07, -2.93], [-3.69, -3.44, -2.85], [-2.69, -4.42, -1.78], [-3.23, -5.57, -3.90], [-1.50, -5.39, -3.66], [-2.06, -4.91, -5.99], [-1.47, -3.44, -5.23], [-4.44, -4.09, -5.63], [-3.48, -3.02, -6.66], [-3.78, -2.57, -4.99]],
  "mulliken_charge": [0.622, -1.039, -1.047, 0.243, -0.017, -0.308, -0.332, -0.672, -0.222, 0.709, -0.613, 0.137, -0.646, 0.919, -0.383, -1.303, -0.985, 0.716, 0.412, -0.538, -0.808, -0.143, -0.983, -0.509, 0.399, 0.340, 0.286, 0.471, 0.450, 0.510, 0.454, 0.648, 0.233, 0.476, 0.415, 0.357, 0.401, 0.349, 0.440, 0.362, 0.446, 0.401, -0.052, 1.135, -0.762, -0.497, -0.950, -0.212, -0.549, 0.786, 0.435, -0.666, -0.713, -0.629, -0.801, -0.537, 0.804, -0.610, -0.653, -0.493, -0.808, -0.260, 0.474, 0.383, 0.423, 0.350, 0.405, 0.447, 0.384, 0.521, 0.438, 0.294, 0.431, 0.380, 0.421, 0.342, -1.629, 2.916, -2.072, -0.888, -0.472, -0.022, -0.957, -0.860, -0.833, 0.232, 0.431, 0.151, 0.496, 0.304, 0.453, 0.336, 0.617, 0.485, 0.495, 0.408, 0.474, 0.407, -0.486, -1.048, -0.637, -0.622, 0.564, 0.255, -0.263, -0.005, -0.397, -1.017, -0.287, -0.903, 0.443, 0.282, -0.145, 0.424, 0.347, 0.241, 0.401, 0.360, 0.414, -0.428, 0.289, -0.053, 0.320, 0.485, 0.348, 0.441, 0.192, 0.308, 0.349, 0.055]
}



No. 3
{
  "formula": "C53H64Ge2I2KNO6S5",
  "method": "the ωB97M-V functional and the def2-TZVPD basis",
  "orbital_gap_ev": 4.697,
  "total_charge": -2,
  "lumo_ev": 1.93,
  "e_homo_ev": -2.76,
  "energy_ha": -9904.55918,
  "elements": ["K", "O", "N", "C", "C", "C", "C", "C", "S", "H", "H", "H", "H", "C", "C", "C", "C", "C", "C", "C", "C", "C", "C", "C", "C", "C", "C", "C", "Ge", "S", "S", "Ge", "S", "S", "C", "C", "C", "C", "C", "C", "C", "C", "C", "C", "C", "C", "C", "C", "C", "C", "C", "C", "C", "C", "C", "C", "C", "C", "C", "C", "C", "C", "C", "C", "C", "C", "C", "H", "H", "H", "H", "H", "H", "H", "H", "H", "H", "H", "H", "H", "H", "H", "H", "H", "H", "H", "H", "H", "H", "H", "H", "H", "H", "H", "H", "H", "H", "H", "H", "H", "H", "H", "H", "H", "H", "H", "H", "H", "H", "H", "H", "H", "H", "H", "H", "H", "H", "O", "H", "H", "O", "H", "H", "O", "H", "H", "O", "H", "H", "O", "H", "H", "I", "I"],
  "xyz": [[-5.20, -1.51, 0.07], [-6.64, -2.19, -1.92], [-7.50, -3.15, -2.21], [-7.39, -3.74, -3.37], [-8.40, -4.53, -3.91], [-9.55, -4.77, -3.15], [-9.50, -4.39, -1.85], [-8.49, -3.47, -1.30], [-8.41, -3.07, 0.35], [-6.66, -3.32, -4.01], [-8.29, -4.92, -4.93], [-10.39, -5.29, -3.61], [-10.34, -4.71, -1.22], [3.61, -0.40, 7.13], [3.61, -0.79, 5.66], [2.70, -1.70, 5.22], [2.82, -2.34, 3.97], [2.08, -3.63, 3.70], [3.77, -1.75, 3.07], [4.67, -0.74, 3.49], [5.96, -0.31, 2.75], [4.56, -0.22, 4.78], [3.95, -2.34, 1.73], [5.11, -2.95, 1.31], [5.32, -3.56, 0.09], [4.25, -3.57, -0.82], [2.98, -3.16, -0.40], [2.86, -2.38, 0.81], [1.33, -1.11, 1.22], [-0.42, -1.76, 2.36], [1.80, 1.03, 2.13], [0.48, 1.85, 0.41], [-1.53, 2.56, 0.90], [0.78, -0.07, -0.67], [1.26, 3.19, -0.83], [2.34, 3.90, -0.26], [3.24, 4.45, -1.19], [3.22, 4.25, -2.55], [2.09, 3.63, -3.08], [1.08, 3.12, -2.25], [-0.23, 2.82, -2.88], [-0.43, 1.76, -3.77], [0.73, 0.98, -4.31], [-1.72, 1.43, -4.24], [-2.73, 2.37, -4.05], [-4.00, 2.18, -4.82], [-2.59, 3.37, -3.06], [-1.35, 3.65, -2.53], [-1.22, 4.85, -1.69], [2.67, 4.11, 1.21], [3.95, 3.77, 1.77], [4.80, 2.84, 0.94], [4.22, 4.15, 3.08], [3.27, 4.82, 3.97], [3.66, 5.20, 5.32], [1.95, 4.99, 3.41], [1.72, 4.75, 2.06], [0.48, 5.49, 1.45], [1.83, -3.56, -1.22], [0.75, -4.27, -0.59], [0.79, -4.69, 0.84], [-0.41, -4.50, -1.34], [-0.58, -4.02, -2.61], [-2.00, -4.28, -3.18], [0.51, -3.44, -3.27], [1.75, -3.24, -2.59], [2.83, -2.43, -3.27], [4.18, 0.54, 7.35], [4.14, -1.15, 7.65], [2.63, -0.33, 7.60], [1.86, -1.96, 5.82], [1.95, -4.22, 4.63], [2.60, -4.27, 2.98], [1.02, -3.46, 3.34], [5.78, -0.15, 1.66], [6.74, -1.11, 2.80], [6.35, 0.57, 3.26], [5.31, 0.55, 5.01], [5.88, -3.02, 2.06], [6.29, -3.89, -0.22], [4.17, -4.14, -1.72], [4.03, 5.13, -0.79], [3.93, 4.61, -3.29], [2.04, 3.42, -4.15], [1.19, 1.48, -5.23], [0.43, -0.01, -4.60], [1.54, 0.94, -3.52], [-1.77, 0.43, -4.81], [-4.49, 3.12, -5.10], [-4.72, 1.57, -4.21], [-3.62, 1.45, -5.56], [-3.43, 3.95, -2.67], [-1.98, 5.63, -2.00], [-0.20, 5.28, -1.75], [-1.39, 4.65, -0.66], [5.42, 3.32, 0.17], [4.19, 2.05, 0.50], [5.60, 2.29, 1.55], [5.23, 3.95, 3.46], [4.73, 5.09, 5.51], [3.11, 4.70, 6.10], [3.51, 6.25, 5.54], [1.08, 5.38, 3.99], [0.10, 6.19, 2.19], [-0.30, 4.81, 1.07], [0.89, 6.05, 0.58], [1.79, -5.09, 1.04], [0.10, -5.45, 1.10], [0.60, -3.89, 1.60], [-1.30, -4.98, -0.86], [-2.34, -5.18, -2.73], [-1.81, -4.53, -4.19], [-2.67, -3.48, -2.93], [0.43, -3.24, -4.34], [2.62, -2.20, -4.32], [3.80, -2.94, -3.29], [2.89, -1.47, -2.64], [-4.85, -0.18, 2.47], [-5.25, -0.58, 3.28], [-3.95, -0.03, 2.79], [-2.31, 0.45, 3.41], [-2.07, 1.24, 2.85], [-1.52, -0.14, 3.31], [-2.46, -1.87, -0.27], [-1.82, -2.06, 0.51], [-2.43, -0.91, -0.43], [-5.68, 0.34, -2.71], [-6.21, -0.55, -2.72], [-6.32, 0.93, -2.29], [-3.55, 0.65, -0.65], [-2.91, 1.30, -0.22], [-3.52, 0.67, -1.65], [-9.14, 0.03, -0.65], [-9.97, 2.21, -2.22]],
  "mulliken_charge": [1.011, -0.484, 0.188, -0.272, -0.543, -0.215, -0.652, 0.003, -0.356, 0.442, 0.324, 0.344, 0.309, -1.659, 0.673, -1.128, 0.956, -1.144, 0.231, 1.171, -1.842, -0.943, 0.291, -0.258, -1.622, -0.888, 1.093, 0.143, 0.308, -0.694, -0.199, 0.265, -0.752, 0.332, 0.008, 0.622, -0.608, -1.527, -0.162, 0.447, -0.196, 1.223, -1.467, -0.924, 0.904, -1.049, -1.116, 1.309, -1.478, 0.181, 0.185, -1.197, -0.760, 0.778, -1.516, -1.181, 1.438, -1.214, 0.406, 0.228, -1.632, -0.880, 1.075, -1.623, -1.072, 0.965, -1.491, 0.323, 0.339, 0.385, 0.472, 0.479, 0.175, 0.134, 0.291, 0.266, 0.471, 0.163, 0.498, 0.376, 0.621, 0.395, 0.377, 0.291, 0.214, 0.431, 0.146, 0.092, 0.367, 0.009, 0.331, 0.320, 0.526, 0.288, 0.173, 0.412, 0.160, 0.199, 0.169, 0.378, 0.309, 0.349, 0.364, 0.608, -0.144, 0.248, 0.309, 0.600, 0.048, 0.132, 0.440, 0.453, 0.276, 0.294, 0.469, 0.390, 0.080, -0.512, 0.287, 0.441, -0.931, 0.248, 0.251, -0.336, 0.091, 0.248, -0.501, 0.233, 0.228, -0.276, -0.115, 0.202, 0.145, -0.310]
}